101
Properties=species:S:1:pos:R:3:forces:R:3 method="wB97M-V/def2-TZVPD" charge=+3 homo_lumo_gap_ev="8.24 / 4.69" s_squared=6.04 spin_multiplicity=5 homo_ev="-15.97 / -16.37"
Pd 0.2717 -0.0980 -0.1466 -0.5 -0.3 0.2
C 3.8712 -2.3376 -5.7425 0.0 0.0 0.0
C 2.8955 -1.1839 -5.4066 0.0 0.0 0.0
C 2.6945 -0.3017 -6.6661 0.0 0.0 0.0
C 3.4797 -0.3386 -4.2984 0.1 0.0 -0.1
C 4.6965 0.3301 -4.4497 -0.1 -0.1 0.0
C 5.2150 1.1086 -3.4323 0.0 0.0 0.0
C 4.5446 1.2223 -2.2168 -0.1 0.0 0.0
C 3.3452 0.5549 -2.0148 0.2 0.1 0.1
P 2.6393 0.6168 -0.3351 0.2 0.1 0.0
C 3.7324 -0.3629 0.6706 -0.1 0.0 0.0
C 4.4814 -1.3828 0.0650 0.0 0.0 0.0
C 5.2821 -2.2040 0.8353 0.0 0.0 -0.1
C 5.3346 -2.0279 2.2129 0.0 0.0 0.0
C 4.5831 -1.0302 2.8251 0.0 0.0 0.0
C 3.7737 -0.2080 2.0657 0.0 0.1 0.0
C 2.6677 2.3676 0.0422 0.1 0.0 0.0
C 3.5740 2.9494 0.9351 -0.1 -0.1 0.0
C 3.6004 4.3274 1.0790 0.0 0.0 0.0
C 2.7426 5.1263 0.3346 0.0 0.0 0.0
C 1.8528 4.5530 -0.5680 0.0 0.0 0.0
C 1.8134 3.1798 -0.7133 -0.1 0.0 0.0
C 2.8371 -0.1896 -3.0779 -0.1 -0.1 0.0
O 1.6131 -0.7705 -2.8463 0.0 0.0 -0.1
C 0.9702 -1.4799 -3.7594 0.1 0.1 0.1
C -0.3212 -1.9164 -3.3815 -0.2 -0.2 -0.1
C -1.0070 -2.6899 -4.2827 0.0 0.1 0.2
C -0.4250 -3.0341 -5.5227 0.0 0.0 -0.1
C 0.8278 -2.5680 -5.8836 0.1 0.1 0.1
C 1.5594 -1.7608 -5.0230 0.0 0.0 -0.1
P -1.1507 -1.3230 -1.8555 0.2 0.2 0.0
C -2.2902 -0.1029 -2.5313 0.0 0.0 0.0
C -1.7860 1.1722 -2.7947 0.0 0.1 0.0
C -2.5852 2.1243 -3.4028 0.0 0.0 0.0
C -3.8960 1.8110 -3.7437 0.0 0.0 0.0
C -4.4004 0.5430 -3.4894 0.0 0.0 0.0
C -3.5999 -0.4208 -2.8935 0.0 0.0 0.0
C -1.9998 -2.7499 -1.2115 -0.1 0.0 0.1
C -1.4576 -4.0301 -1.3651 0.0 0.0 0.0
C -2.1089 -5.1246 -0.8213 0.0 0.1 0.0
C -3.2940 -4.9500 -0.1185 0.0 0.0 0.0
C -3.8188 -3.6773 0.0684 0.0 0.1 0.0
C -3.1673 -2.5764 -0.4589 0.0 0.0 0.0
H 4.8337 -1.9295 -6.0438 0.0 0.0 0.0
H 3.4883 -2.9283 -6.5723 0.0 0.0 0.0
H 4.0233 -2.9928 -4.8852 0.0 0.0 0.0
H 3.6522 0.1007 -6.9892 0.0 0.0 0.0
H 2.0166 0.5280 -6.4669 0.0 0.0 0.0
H 2.2917 -0.8962 -7.4836 0.0 0.0 0.0
H 5.2425 0.2451 -5.3794 0.0 0.0 0.0
H 6.1544 1.6256 -3.5716 0.0 0.0 0.0
H 4.9770 1.8240 -1.4278 0.0 0.0 0.0
H 4.4546 -1.5248 -1.0078 0.0 0.0 0.0
H 5.8710 -2.9794 0.3657 0.0 0.0 0.0
H 5.9610 -2.6729 2.8141 0.0 0.0 0.0
H 4.6242 -0.9031 3.8979 0.0 0.0 0.0
H 3.1705 0.5396 2.5585 0.0 0.1 0.0
H 4.2784 2.3457 1.4860 0.0 -0.1 0.1
H 4.3049 4.7790 1.7635 0.0 0.0 0.0
H 2.7766 6.2013 0.4487 0.0 0.0 0.0
H 1.1948 5.1793 -1.1542 0.0 0.0 0.0
H 1.1130 2.7376 -1.4161 0.0 0.0 0.0
H -2.0041 -3.0460 -4.0563 0.0 0.0 0.0
H -0.9825 -3.6598 -6.2070 0.0 0.0 0.0
H 1.2310 -2.8317 -6.8513 0.0 0.0 0.0
H -0.7697 1.4311 -2.5105 0.0 0.0 0.0
H -2.1927 3.1112 -3.6074 0.0 0.0 0.0
H -4.5234 2.5554 -4.2146 0.0 0.0 0.0
H -5.4173 0.2977 -3.7640 0.0 0.0 0.0
H -3.9991 -1.4117 -2.7186 0.0 0.0 0.0
H -0.5305 -4.1791 -1.9041 0.0 0.0 0.0
H -1.6913 -6.1145 -0.9411 0.0 0.0 0.0
H -3.8076 -5.8086 0.2924 0.0 0.0 0.0
H -4.7276 -3.5442 0.6386 0.0 0.0 0.0
H -3.5688 -1.5869 -0.2833 0.0 0.0 0.0
C -4.2272 2.6081 1.6338 -0.1 0.0 0.0
N -2.8208 2.3828 1.3150 0.1 -0.1 -0.1
C -1.7580 3.0963 1.8036 0.1 0.0 0.0
C -0.6370 2.5143 1.3031 0.0 0.1 0.1
N -1.0090 1.4563 0.5005 -0.1 0.2 0.1
C -2.3351 1.4052 0.5491 0.0 -0.1 -0.1
H -4.3840 3.6719 1.7893 0.0 0.0 0.0
H -4.4946 2.0604 2.5350 0.0 0.0 0.0
H -4.8381 2.2778 0.7977 0.0 0.0 0.0
H -1.8911 3.9396 2.4583 0.0 0.0 0.0
H 0.3910 2.7725 1.4781 0.0 0.0 0.0
H -2.9599 0.6835 0.0532 0.0 0.0 0.0
F -1.0924 0.0601 3.6093 0.0 0.0 -0.1
C -0.0165 -0.6628 3.3135 0.3 0.4 0.0
F 0.8522 0.1908 2.6721 -0.3 -0.4 0.0
F 0.5761 -1.0327 4.4350 0.0 0.0 -0.1
C -0.3945 -1.8439 2.3641 0.1 0.2 -0.2
O -0.7661 -1.3837 1.1283 0.3 0.0 0.0
C 0.7767 -2.8560 2.2082 0.4 -0.1 0.0
F 0.4607 -3.8319 1.3602 0.0 0.1 -0.1
F 1.8521 -2.2163 1.6603 -0.5 -0.1 0.2
F 1.1676 -3.3985 3.3507 -0.1 0.1 0.0
C -1.6418 -2.5564 2.9826 0.0 0.0 0.1
F -1.8372 -3.7469 2.4136 -0.1 0.2 0.2
F -2.7321 -1.8068 2.7748 0.1 -0.3 0.1
F -1.4674 -2.7236 4.2910 -0.2 -0.1 -0.2



101
Properties=species:S:1:pos:R:3:forces:R:3 method="wB97M-V/def2-TZVPD" charge=+1 homo_lumo_gap_ev=5.52 homo_ev=-10.26
Pt -0.1447 0.3887 0.0965 -0.5 0.5 -0.3
C 2.7029 0.7794 2.5900 0.1 -0.1 0.0
C 1.3597 1.3083 3.0672 -0.1 0.0 0.1
P -0.1438 0.5290 2.4312 0.3 -0.1 0.1
C -0.2630 -1.1036 3.1770 0.0 -0.1 0.0
C -1.4348 -1.8382 2.9811 -0.1 0.1 -0.1
C -1.5783 -3.0888 3.5546 0.0 0.0 0.0
C -0.5485 -3.6236 4.3166 0.0 0.0 0.0
C 0.6188 -2.8996 4.5147 0.0 0.0 0.0
C 0.7650 -1.6410 3.9507 -0.1 0.0 0.0
C -1.4428 1.5213 3.1710 -0.1 -0.1 -0.1
C -2.1810 0.9949 4.2341 0.0 0.0 0.0
C -3.0667 1.8073 4.9223 0.0 0.0 0.0
C -3.2287 3.1345 4.5548 0.0 0.0 0.0
C -2.4901 3.6571 3.5032 0.0 0.0 0.0
C -1.5995 2.8559 2.8117 0.0 0.0 0.0
C 3.1164 1.3663 1.2529 -0.1 0.1 -0.1
P 2.2542 0.5787 -0.1577 -0.1 -0.5 -0.1
C 3.2908 -0.9178 -0.2788 -0.2 -0.1 0.1
C 4.3128 -0.9768 -1.2201 0.1 0.0 0.0
C 5.1464 -2.0862 -1.2803 0.0 0.0 0.0
C 4.9642 -3.1456 -0.4078 0.0 0.0 0.0
C 3.9508 -3.0885 0.5413 0.0 0.0 0.0
C 3.1232 -1.9807 0.6114 0.0 0.0 0.0
C 2.6567 1.5815 -1.5987 0.0 0.0 0.0
C 3.6696 2.5365 -1.5254 -0.1 0.0 0.0
C 4.0122 3.2690 -2.6511 0.0 0.0 0.0
C 3.3526 3.0500 -3.8505 0.0 0.0 0.0
C 2.3504 2.0931 -3.9291 0.0 0.0 0.0
C 2.0003 1.3629 -2.8067 0.0 0.0 0.0
H 2.6972 -0.3079 2.5212 0.0 0.0 0.1
H 3.4560 1.0226 3.3415 0.0 0.1 0.0
H 1.2459 2.3706 2.8480 0.0 0.0 0.0
H 1.2504 1.1955 4.1503 0.0 0.0 0.0
H -2.2331 -1.4293 2.3699 0.1 -0.1 0.1
H -2.4926 -3.6455 3.3994 0.0 0.0 0.0
H -0.6571 -4.6032 4.7629 0.0 0.0 0.0
H 1.4168 -3.3087 5.1196 0.0 0.0 0.0
H 1.6739 -1.0915 4.1438 0.0 0.0 0.0
H -2.0610 -0.0316 4.5475 0.0 0.0 0.0
H -3.6310 1.3963 5.7487 0.0 0.0 0.0
H -3.9287 3.7620 5.0905 0.0 0.0 0.0
H -2.6098 4.6900 3.2057 0.0 0.0 0.0
H -1.0374 3.2825 2.0001 0.0 0.0 -0.1
H 4.1740 1.1659 1.0733 0.0 0.0 0.0
H 2.9520 2.4395 1.2215 0.0 0.0 0.1
H 4.4652 -0.1630 -1.9163 0.0 0.0 0.0
H 5.9319 -2.1212 -2.0234 0.0 0.0 0.0
H 5.6057 -4.0148 -0.4653 0.0 0.0 0.0
H 3.7962 -3.9144 1.2236 0.0 0.0 0.0
H 2.3162 -1.9791 1.3349 0.0 0.0 0.0
H 4.1924 2.7262 -0.5989 0.0 0.0 0.0
H 4.7897 4.0180 -2.5863 0.0 0.0 0.0
H 3.6150 3.6317 -4.7242 0.0 0.0 0.0
H 1.8314 1.9239 -4.8634 0.0 0.0 0.0
H 1.2149 0.6240 -2.8648 0.0 -0.1 0.0
S -0.3123 -1.9035 0.2395 0.2 0.0 -0.1
C 0.6111 -2.5178 -1.1162 0.0 0.3 0.0
N 1.2406 -1.8304 -2.0013 -0.2 0.0 -0.1
C 1.8811 -2.6753 -2.9049 -0.1 0.1 0.0
C 2.6357 -2.2574 -4.0001 0.0 0.0 0.0
C 3.2038 -3.2146 -4.8167 0.0 0.0 0.0
C 3.0299 -4.5783 -4.5581 0.0 0.0 0.0
C 2.2777 -5.0078 -3.4813 0.0 0.0 0.0
C 1.7083 -4.0406 -2.6602 0.0 0.0 0.0
S 0.7151 -4.2540 -1.2503 0.0 -0.1 0.0
H 2.7726 -1.2008 -4.1904 0.0 0.0 0.0
H 3.7945 -2.9078 -5.6696 0.0 0.0 0.0
H 3.4837 -5.3083 -5.2147 0.0 0.0 0.0
H 2.1388 -6.0624 -3.2854 0.0 0.0 0.0
O -2.1471 0.5609 0.5574 -0.1 -0.1 0.2
C -3.2048 0.6069 -0.4037 0.1 0.3 0.0
C -2.8004 -0.1954 -1.6005 -0.1 -0.3 0.0
C -3.2332 -1.3950 -2.0429 -0.1 0.1 0.0
C -2.4549 -1.9004 -3.1386 0.1 0.0 -0.1
C -1.4218 -1.0940 -3.4617 0.1 -0.2 0.1
S -1.3925 0.3173 -2.4705 0.4 -0.1 0.1
C -3.5445 2.0381 -0.8006 0.0 0.0 0.1
C -3.5482 2.6404 -2.0238 0.0 0.0 0.0
C -4.0124 3.9851 -1.9809 0.0 0.0 0.0
C -4.3699 4.3662 -0.7278 0.0 0.0 0.0
S -4.1520 3.1061 0.4037 0.1 0.0 0.0
C -4.4538 0.0249 0.2282 0.0 -0.1 0.0
C -5.6849 -0.0811 -0.3461 0.0 0.0 0.0
C -6.6655 -0.5915 0.5446 0.0 0.0 0.1
C -6.1586 -0.8441 1.7823 0.0 0.0 0.0
S -4.4944 -0.4619 1.8682 0.0 0.0 0.0
H -4.0814 -1.9079 -1.6159 0.0 0.0 0.0
H -2.6726 -2.8226 -3.6573 0.0 0.0 0.0
H -0.6952 -1.2196 -4.2467 0.1 0.0 0.0
H -3.2556 2.1507 -2.9400 0.0 0.0 0.0
H -4.0711 4.6308 -2.8445 0.0 0.0 0.0
H -4.7445 5.3249 -0.4075 0.0 0.0 0.0
H -5.8857 0.2162 -1.3665 0.0 0.0 0.0
H -7.6996 -0.7517 0.2778 0.0 0.0 0.0
H -6.6748 -1.2231 2.6492 0.0 0.0 0.0
O 1.0664 3.4690 0.7286 -0.1 0.0 0.0
Cl 0.1776 3.6982 -0.3857 0.3 0.1 0.0
O -0.9401 4.4734 0.0060 -0.2 -0.1 0.0
O 0.8559 4.2475 -1.4989 0.0 0.0 -0.1
O -0.3204 2.3278 -0.8121 0.0 0.1 0.4



ΔE to the lowest compared entry with this formula, charge and spin for the records above, in order: 0.194 0.000 eV